{"formula": "C9H18N3", "method": "the ωB97M-V functional and the def2-TZVPD basis", "e_above_lowest_ev": 3.9604, "total_energy_ha": -517.59716, "smiles": "[H]/N=N/C(C)(C)C#[N+]CCCCC", "total_charge": 1, "gap_ha": 0.3478, "symbols": ["H", "N", "N", "C", "C", "C", "C", "N", "C", "C", "C", "C", "C", "H", "H", "H", "H", "H", "H", "H", "H", "H", "H", "H", "H", "H", "H", "H", "H", "H"], "positions_angstrom": [[-2.528980, -1.549382, -2.184450], [-2.132488, -0.891478, -1.554847], [-2.868549, -0.841918, -0.545111], [-2.702159, 0.085576, 0.482852], [-3.947659, 1.041213, 0.313195], [-2.633277, -0.696319, 1.822990], [-1.496252, 0.923295, 0.298428], [-0.702415, 1.087235, -0.550318], [0.374581, 1.556737, -1.263558], [1.769250, 1.396422, -0.456132], [2.232679, -0.084631, -0.357674], [3.574430, -0.422831, 0.356627], [3.777733, -1.983434, 0.301101], [-4.777183, 0.344986, 0.369791], [-3.773954, 1.392686, -0.695798], [-4.275025, 1.751956, 0.986525], [-3.256777, -1.639587, 1.749204], [-3.078051, -0.131625, 2.634627], [-1.624635, -0.954770, 2.178089], [0.431130, 0.904330, -2.045695], [0.144433, 2.523300, -1.487591], [2.408556, 1.990090, -1.071583], [1.699869, 2.051079, 0.453209], [1.433681, -0.694903, 0.034078], [2.552492, -0.339931, -1.379702], [4.370436, -0.022586, -0.311253], [3.700677, 0.127646, 1.255210], [3.004730, -2.479298, 0.929969], [3.535924, -2.335224, -0.762086], [4.786802, -2.108642, 0.499903]], "forces_ev_per_a": [[-0.467, -1.208, -0.751], [-0.599, 1.760, 3.042], [0.757, -1.799, -3.832], [-0.466, 1.730, 3.582], [0.579, -2.983, -1.577], [-0.805, -0.930, 0.395], [1.778, -0.641, -3.128], [-2.571, -0.201, 3.960], [2.897, -1.338, 2.764], [-1.417, 0.674, 0.295], [1.134, 1.266, -0.371], [-0.187, -0.258, -2.433], [-3.163, 1.546, -1.179], [-0.299, -0.240, -0.689], [-0.783, 0.536, -0.160], [0.661, 1.822, 1.749], [0.831, 1.067, -0.137], [-0.101, 0.350, -0.023], [-0.215, -0.004, -0.601], [0.326, -1.260, -2.748], [-0.204, 2.733, -1.087], [0.859, 0.108, -0.615], [-0.083, -1.152, -0.262], [-0.309, -0.409, -0.080], [-1.137, -0.342, 0.016], [-0.377, -0.027, 0.416], [0.019, -0.227, 1.359], [1.095, 0.047, -0.001], [0.563, 0.559, 1.340], [1.684, -1.177, 0.753]]}